Entry 1:
A cluster of 2 separate species, C42H43N2O2 in total, computed with wB97M-V/def2-TZVPD.

Results
Energy: -1885.9315 Ha
E_HOMO: -8.33 eV
Gap between HOMO and LUMO: 3.2179 eV
E_LUMO: -0.1879 Eh
Total charge: +1

Structure (XYZ):
```
89
Properties=species:S:1:pos:R:3:mulliken_charge:R:1
C -4.7618 2.5686 1.6564 -1.56
C -3.8050 1.5770 2.2510 0.71
C -4.2862 0.3640 2.7459 -0.69
C -3.4413 -0.5882 3.3208 0.95
C -4.0530 -1.8595 3.8119 -2.02
C -2.0631 -0.3164 3.3838 -0.68
N -1.1648 -1.3121 3.8760 0.52
C -0.0095 -1.7095 3.2103 1.12
C 0.2341 -1.3185 1.9139 -1.82
N 0.7570 -2.4148 4.1402 0.68
C 2.1785 -2.6391 4.0696 -0.18
C 3.0436 -1.8237 4.8311 1.17
C 2.5433 -0.8061 5.8073 -1.25
C 4.4240 -1.9917 4.6861 -0.96
C 4.9495 -2.9158 3.7841 0.43
C 6.4117 -2.9124 3.4593 -1.43
C 4.0859 -3.8494 3.2097 -0.95
C 2.7002 -3.7301 3.3538 0.64
C 1.8159 -4.7910 2.7815 -1.19
C 0.0327 -2.4929 5.3280 -1.02
C -1.1202 -1.8030 5.1724 -0.55
C -1.5873 0.9620 3.0492 1.53
C -0.2108 1.4133 3.4280 -1.24
C -2.4410 1.8450 2.3735 -1.19
H -4.2358 3.4192 1.2144 0.36
H -5.3902 2.1148 0.8806 0.36
H -5.4556 2.9685 2.4079 0.33
H -5.3485 0.1361 2.6631 0.45
H -3.3114 -2.6153 4.0809 0.42
H -4.7067 -1.6751 4.6786 0.35
H -4.7112 -2.2605 3.0288 0.44
H 1.1902 -1.5907 1.4825 0.42
H -0.6227 -0.9272 1.3708 -0.05
H 3.4156 -0.3376 6.2819 0.41
H 1.9650 0.0139 5.3528 0.06
H 1.9516 -1.2586 6.6157 0.34
H 5.0976 -1.3785 5.2882 0.36
H 6.6439 -3.7047 2.7426 0.36
H 6.7203 -1.9551 3.0187 0.31
H 7.0309 -3.0612 4.3517 0.34
H 4.4953 -4.6766 2.6262 0.26
H 2.4665 -5.5164 2.2771 0.40
H 1.2650 -5.3378 3.5629 0.27
H 1.1016 -4.3966 2.0463 0.18
H 0.4140 -2.9858 6.2114 0.69
H -1.8672 -1.5533 5.9147 0.60
H -0.1077 2.4571 3.1033 0.49
H -0.0302 1.3876 4.5176 0.25
H 0.5705 0.8363 2.9172 0.31
H -2.0275 2.7743 1.9788 0.30
C -0.4511 -4.9357 -3.1268 -0.87
O -1.1352 -4.1761 -2.1046 -0.39
C -0.9780 -2.8249 -2.1472 0.92
C -1.6859 -2.0562 -1.1843 -0.63
C -1.3993 -0.7206 -1.0116 -0.60
C -0.4475 -0.0543 -1.8500 0.45
C -0.1107 1.3109 -1.6807 -0.49
C 0.0878 2.2203 -2.7746 0.74
C 0.4004 3.6026 -2.5510 -0.92
C 0.5993 4.4823 -3.5996 -0.57
C 0.5508 4.0307 -4.9354 0.98
O 0.9130 4.9516 -5.9050 -0.40
C 0.2817 5.1168 -7.1464 0.25
C -0.3363 6.3546 -7.3871 -0.45
C -1.0833 6.5402 -8.5508 -0.39
C -1.1325 5.5276 -9.5143 -0.46
C -0.3772 4.3643 -9.3398 -0.48
C 0.3679 4.1670 -8.1683 -0.21
C 0.2482 2.6936 -5.2135 -0.62
C -0.0215 1.8331 -4.1517 -0.62
C 0.2609 -0.8508 -2.7905 -1.16
C -0.0173 -2.1897 -2.9747 -0.46
H -0.7835 -5.9589 -2.9773 0.25
H -0.7268 -4.5836 -4.1303 0.37
H 0.6367 -4.8647 -3.0029 0.36
H -2.3891 -2.5737 -0.5327 0.45
H -1.8951 -0.1378 -0.2299 0.62
H -0.0544 1.7020 -0.6514 0.51
H 0.4836 3.9678 -1.5237 0.38
H 0.7871 5.5439 -3.4265 0.42
H -0.2320 7.1481 -6.6459 0.40
H -1.6068 7.4890 -8.7115 0.36
H -1.7416 5.6591 -10.4113 0.37
H -0.3382 3.6070 -10.1287 0.37
H 1.0333 3.3102 -8.0473 0.46
H 0.2220 2.3352 -6.2455 0.24
H -0.2991 0.8131 -4.4116 0.62
H 1.0688 -0.4084 -3.3722 0.80
H 0.5557 -2.7683 -3.7019 0.39
```

Entry 2:
A cluster of 2 separate species, C2H9NOS2 in total, computed with wB97M-V/def2-TZVPD.

Results
Energy: -1007.8777 Ha
E_HOMO (spin up / spin down): 0.76 / -3.92 eV
Gap between HOMO and LUMO (spin up / spin down): 2.2286 / 6.8693 eV
Expectation value of S²: 0.75
E_LUMO (spin up / spin down): 0.1098 / 0.1083 Eh
Spin multiplicity: 2
Total charge: -1

Structure (XYZ):
```
15
Properties=species:S:1:pos:R:3:mulliken_charge:R:1
C 2.5568 -2.0850 2.5935 -0.90
S 1.7980 -0.7958 1.8014 -0.60
S 3.3085 0.1817 0.8012 -0.47
H 3.5887 -2.0929 2.7332 0.37
H 2.1250 -2.3187 3.6350 0.21
H 2.5647 -2.9594 1.9732 0.30
H 3.0047 1.4726 1.1462 0.12
N -3.0987 1.8087 -1.6716 -0.50
C -2.2381 0.7228 -2.0140 -0.31
O -1.0839 0.6518 -1.1254 -0.49
H -3.7109 1.9694 -2.4414 0.21
H -3.6506 1.7483 -0.8097 0.22
H -1.9314 0.7764 -3.1200 0.30
H -2.7594 -0.3029 -1.8293 0.21
H -0.4734 1.2228 -1.6721 0.32
```

Entry 3:
An isolated molecule of C26H35NO5, computed with wB97M-V/def2-TZVPD.

Results
Energy: -1442.6735 Ha
E_HOMO: -7.44 eV
Gap between HOMO and LUMO: 8.1192 eV
E_LUMO: 0.0251 Eh
SMILES: CCOC(=O)C1(CCc2ccccc2)CCN(Cc2cc(OC)c(OC)cc2OC)CC1

Structure (XYZ):
```
67
Properties=species:S:1:pos:R:3:mulliken_charge:R:1
C -4.1144 -4.4507 0.1521 -1.12
C -4.9892 -3.2349 -0.1183 -0.29
O -4.3327 -2.0259 0.2617 -0.27
C -3.4698 -1.5009 -0.6169 -0.56
O -3.2629 -1.9783 -1.7026 -0.62
C -2.8705 -0.1888 -0.1132 2.83
C -3.9457 0.8593 -0.4855 -1.59
C -3.8095 2.2541 0.1417 -1.60
C -2.5892 3.0234 -0.2783 0.35
C -1.6345 3.4159 0.6515 0.01
C -0.5217 4.1403 0.2613 -0.71
C -0.3457 4.4814 -1.0680 -0.54
C -1.2962 4.1049 -2.0023 -0.78
C -2.4109 3.3887 -1.6084 0.09
C -2.5982 -0.2491 1.3911 -1.18
C -1.5273 -1.2907 1.7025 -0.98
N -0.3038 -0.9401 1.0168 0.72
C 0.8275 -1.7425 1.4477 -1.46
C 2.1146 -1.2030 0.8892 -0.18
C 2.8794 -1.9473 0.0007 -0.23
C 4.0540 -1.4562 -0.5421 0.80
O 4.8613 -2.1279 -1.4181 -0.49
C 4.4730 -3.4166 -1.8176 -0.90
C 4.4758 -0.1619 -0.1855 0.80
O 5.6373 0.2618 -0.7612 -0.46
C 6.1134 1.5450 -0.4484 -0.92
C 3.7172 0.5860 0.7011 -0.38
C 2.5407 0.0765 1.2459 0.00
O 1.7629 0.7497 2.1409 -0.39
C 2.0600 2.0933 2.4143 -1.00
C -0.5013 -0.9821 -0.4175 -0.89
C -1.5416 0.0534 -0.8351 -0.89
H -3.8225 -4.4788 1.1996 0.28
H -3.2203 -4.4064 -0.4652 0.29
H -4.6626 -5.3570 -0.0887 0.42
H -5.2428 -3.1815 -1.1823 0.33
H -5.9008 -3.2643 0.4824 0.33
H -3.9555 0.9521 -1.5737 0.53
H -4.9185 0.4656 -0.1770 0.51
H -3.8387 2.1715 1.2284 0.44
H -4.6935 2.8222 -0.1656 0.52
H -1.7619 3.1559 1.6930 0.30
H 0.2064 4.4438 0.9998 0.49
H 0.5235 5.0446 -1.3749 0.41
H -1.1701 4.3763 -3.0403 0.40
H -3.1536 3.1089 -2.3415 0.38
H -3.5139 -0.4782 1.9369 0.42
H -2.2134 0.7165 1.7149 0.31
H -1.3318 -1.2972 2.7783 0.59
H -1.8845 -2.2988 1.4147 0.26
H 0.8647 -1.6860 2.5397 0.42
H 0.7129 -2.8036 1.1566 0.30
H 2.5309 -2.9330 -0.2642 0.37
H 3.5064 -3.4071 -2.3331 0.35
H 4.4229 -4.1064 -0.9677 0.34
H 5.2445 -3.7543 -2.5081 0.23
H 6.3346 1.6466 0.6199 0.35
H 7.0351 1.6618 -1.0164 0.23
H 5.4048 2.3250 -0.7484 0.35
H 4.0474 1.5739 0.9735 0.56
H 2.0667 2.6976 1.5010 0.33
H 3.0205 2.2041 2.9316 0.39
H 1.2628 2.4425 3.0693 0.28
H 0.4504 -0.7526 -0.9019 0.65
H -0.8219 -1.9868 -0.7513 0.12
H -1.6924 -0.0040 -1.9139 0.37
H -1.1670 1.0426 -0.5805 -0.01
```

Entry 4:
A structure of composition C31H25BrCl2IN3O2SbTc, computed with wB97M-V/def2-TZVPD.

Results
Energy: -5623.1848 Ha
E_HOMO (spin up / spin down): -14.83 / -14.83 eV
Gap between HOMO and LUMO (spin up / spin down): 4.8690 / 2.5094 eV
Expectation value of S²: 3.79
E_LUMO (spin up / spin down): -0.3662 / -0.4527 Eh
Spin multiplicity: 4
Total charge: +3

Structure (XYZ):
```
67
Properties=species:S:1:pos:R:3:mulliken_charge:R:1
Tc -0.5336 1.0675 -0.3458 0.05
C 1.5984 -0.7359 -2.2631 -1.48
C 0.2455 -1.3580 -2.2216 0.54
C -0.0174 -2.5470 -2.8996 -0.94
C -1.2824 -3.0997 -2.8558 -0.61
C -2.2677 -2.4555 -2.1159 -0.84
C -1.9410 -1.2854 -1.4551 0.16
N -0.7278 -0.7567 -1.5384 1.01
Sb -3.7011 -0.2436 -0.4692 0.88
C -3.1545 1.2098 -2.0272 0.41
C -3.9612 1.6509 -3.0600 -1.23
C -3.4356 2.5577 -3.9733 -0.37
C -2.1182 2.9665 -3.8313 -1.02
C -1.3655 2.4751 -2.7759 0.70
C 0.0759 2.8293 -2.5820 -1.24
N -1.8949 1.6221 -1.8890 0.75
C -3.1743 1.5145 0.8661 0.17
C -4.2137 1.9143 1.6843 -0.96
C -4.0516 3.0574 2.4599 -0.64
C -2.8682 3.7619 2.3640 -0.92
C -1.8542 3.3106 1.5168 0.59
C -0.5868 4.0821 1.3982 -1.50
N -2.0315 2.1967 0.7996 0.82
H 2.3547 -1.5159 -2.2746 0.50
H 1.7721 -0.0954 -1.3953 0.23
H 1.7255 -0.1588 -3.1808 0.23
H 0.7826 -3.0213 -3.4460 0.58
H -1.5039 -4.0135 -3.3866 0.49
H -3.2681 -2.8568 -2.0481 0.55
H -4.9772 1.2966 -3.1447 0.56
H -4.0424 2.9345 -4.7831 0.48
H -1.6707 3.6527 -4.5331 0.56
H 0.2368 3.8987 -2.7252 0.52
H 0.6887 2.3095 -3.3224 0.29
H 0.4399 2.5620 -1.5603 0.18
H -5.1254 1.3347 1.7175 0.54
H -4.8355 3.3874 3.1237 0.51
H -2.7057 4.6588 2.9403 0.56
H -0.2805 4.4540 2.3733 0.49
H -0.7443 4.9528 0.7613 0.31
H 0.2201 3.4842 0.9771 0.20
Cl -0.3088 -1.1366 6.6685 -0.03
C -0.5326 -0.8938 4.9970 0.10
C -1.6895 -1.3959 4.3700 -0.55
C -1.8906 -1.2022 3.0243 0.76
Cl -3.2915 -1.7863 2.2218 -0.09
C -0.9573 -0.4709 2.2287 -0.61
O -1.2181 -0.3125 0.9814 0.65
C 0.2248 0.0163 2.8796 0.69
C 1.2194 0.6814 2.0919 -0.33
O 1.0747 1.0475 0.9120 -0.59
C 0.4180 -0.2100 4.2468 -0.79
H -2.4224 -1.9285 4.9567 0.53
H 2.1858 0.8817 2.5638 0.47
H 1.3058 0.1703 4.7287 0.55
Br 5.4076 -0.8792 1.5490 -0.21
C 5.6939 -2.5540 0.7341 0.27
C 6.9997 -2.9680 0.4919 -0.36
C 7.2378 -4.1970 -0.0910 -0.58
C 6.1660 -5.0179 -0.4429 -0.56
C 4.8612 -4.6091 -0.2117 -0.51
C 4.6193 -3.3815 0.3766 0.28
I 2.6340 -2.7812 0.7306 0.17
H 7.8194 -2.3243 0.7704 0.41
H 8.2525 -4.5152 -0.2763 0.40
H 6.3471 -5.9814 -0.8938 0.40
H 4.0385 -5.2505 -0.4865 0.39
```

Entry 5:
The ion C6H16Cl2NSi2 with charge +1, computed with wB97M-V/def2-TZVPD.

Results
Energy: -1792.0146 Ha
E_HOMO: -10.68 eV
Gap between HOMO and LUMO: 6.1077 eV
E_LUMO: -0.1681 Eh
Total charge: +1

Structure (XYZ):
```
27
Properties=species:S:1:pos:R:3:mulliken_charge:R:1
C -0.7632 3.0594 -1.0290 -0.84
C 0.0950 0.2741 1.0943 -0.81
C 1.6952 -3.0482 0.6162 -1.12
C -2.1214 -1.5360 -0.2189 -1.27
C 0.7589 -2.0902 1.3410 -0.49
C -0.6174 -1.3810 -0.5484 -0.07
N 0.4318 -0.9564 0.4387 0.39
Si 0.4591 1.8891 0.4172 0.12
Si -0.1676 4.7113 -1.5140 0.68
Cl 1.1332 5.0631 -3.0447 -0.09
Cl -0.5286 6.2725 -0.3317 -0.08
H -0.5536 2.4603 -1.7957 0.35
H -1.8404 2.9592 -0.6862 0.41
H -0.2976 0.1650 2.0390 0.58
H 1.3869 -3.3337 -0.4004 0.33
H 2.6781 -2.4982 0.5492 0.29
H 1.9326 -3.9459 1.0809 0.43
H -2.4771 -0.7173 0.2505 0.41
H -2.7699 -1.8595 -1.0920 0.35
H -2.1246 -2.3188 0.4756 0.36
H 1.1934 -1.6625 2.3205 0.37
H -0.1960 -2.5217 1.6243 0.34
H -0.7861 -0.5302 -1.2727 0.17
H -0.1769 -2.3725 -0.9912 0.16
H 1.2893 -0.6320 0.0375 0.32
H 1.4325 1.7525 -0.7848 -0.12
H 0.9345 2.7979 1.4248 -0.15
```

Entry 6:
A structure of composition CH3F2N, computed with wB97M-V/def2-TZVPD.

Results
Energy: -294.1837 Ha
E_HOMO (spin up / spin down): -9.96 / -9.96 eV
Gap between HOMO and LUMO (spin up / spin down): 9.6652 / 9.6653 eV
E_LUMO (spin up / spin down): -0.0107 / -0.0108 Eh

Structure (XYZ):
```
7
Properties=species:S:1:pos:R:3:mulliken_charge:R:1
C 0.5195 -0.6282 -0.1075 0.30
N 0.6044 0.0256 0.9029 -0.03
F -0.1985 -1.5307 -0.6221 -0.12
F -0.2643 0.1859 2.3528 -0.48
H -1.1266 0.9911 -1.7817 0.08
H -0.9438 0.3412 -2.0131 -0.08
H 1.4094 0.6151 1.2687 0.32
```